Here is the molecule C14H28BI2O5P at a distorted geometry from the Open Molecules 2025 dataset. Energies are from wB97M-V/def2-TZVPD.

```
! RIJCOSX wB97M-V def2-TZVPD def2/J DEFGRID3
* xyz 0 1
C -1.10955 -0.31829 6.21539
B -1.87013 -0.16733 4.72958
O -3.28556 0.25655 4.73769
O -1.12472 -0.50090 3.50195
P -0.48389 0.96935 2.73635
O -1.64660 1.86207 2.16865
O 0.37536 0.35527 1.30463
C -0.50027 -0.53629 0.52864
C -0.07406 -2.12438 0.56465
C 1.08022 -2.54872 -0.52552
C 2.32978 -1.47665 -0.61480
C 0.45940 -2.94712 -2.02352
C -0.02936 -1.64652 -2.89433
C 0.30542 -1.84625 -4.51235
C -0.26934 -0.93683 -5.54974
C -0.26253 -1.52214 -7.11509
C -0.88174 0.56802 -5.27496
O 0.69872 1.71928 3.72001
C 0.53556 3.14663 3.95957
I -1.30733 3.66498 5.11288
C 0.79092 4.13982 2.68154
C 1.54245 3.45153 1.39349
I -1.03168 5.29016 2.08991
H 0.04644 -0.18483 5.98675
H -1.42581 0.52816 6.95895
H -1.32143 -1.38748 6.66475
H -3.34959 1.25900 4.61853
H -0.51880 -0.15685 -0.58497
H -1.63095 -0.48634 0.90773
H -1.02817 -2.78413 0.31142
H 0.30443 -2.50127 1.61850
H 1.55600 -3.56369 -0.12165
H 2.83992 -1.42705 0.44840
H 3.13705 -1.97799 -1.33294
H 2.03531 -0.42784 -1.04898
H -0.46638 -3.64667 -1.81703
H 1.24970 -3.55399 -2.68102
H 0.43644 -0.61705 -2.51947
H -1.20172 -1.54931 -2.73009
H 1.06103 -2.72703 -4.76667
H 0.74001 -1.15904 -7.60531
H -0.34097 -2.70507 -7.01938
H -1.22674 -1.07918 -7.61509
H -0.51706 1.37144 -6.07429
H -0.54018 0.93786 -4.20031
H -2.06198 0.53093 -5.24588
H 1.39512 3.42453 4.74521
H 1.53184 5.00374 3.04664
H 0.70583 3.33726 0.55012
H 2.05740 2.42363 1.60875
H 2.29215 4.26600 0.96270
*
```

Calculated values
M ... 571.97 g mol⁻¹
HOMO energy ... -8.387 eV
Max |F| ... 5.533 eV/Å
Kohn-Sham gap ... 7.82 eV
Total energy ... -51371.5697 eV

For each atom in turn, the natural (NBO) charge in e is: -1.049, 1.247, -0.963, -0.976, 2.402, -1.041, -0.772, -0.107, -0.447, -0.203, -0.649, -0.411, -0.469, -0.238, 0.027, -0.666, -0.679, -0.789, -0.042, 0.104, -0.378, -0.678, 0.116, 0.235, 0.254, 0.260, 0.520, 0.209, 0.219, 0.219, 0.230, 0.210, 0.224, 0.215, 0.217, 0.212, 0.210, 0.211, 0.218, 0.215, 0.226, 0.230, 0.223, 0.233, 0.226, 0.227, 0.246, 0.245, 0.247, 0.248, 0.234

***

Here is C33H64N5P2SbV as an isolated structure at a distorted geometry from the Open Molecules 2025 dataset. Energies are from wB97M-V/def2-TZVPD.

```
! RIJCOSX wB97M-V def2-TZVPD def2/J DEFGRID3
* xyz 3 3
V 0.39987 -1.18496 -0.10545
C -1.03003 -3.58526 -1.50342
C -0.80789 -3.94665 -0.03446
N 0.40016 -3.26635 0.48942
C 1.66719 -3.94698 0.11868
C 2.16815 -3.45178 -1.23490
N 1.94751 -1.98666 -1.34492
C 1.60877 -1.56440 -2.71981
C 0.18106 -2.03051 -3.04357
N -0.60084 -2.18473 -1.78622
H -2.08199 -3.73250 -1.75055
H -0.46927 -4.26624 -2.13910
H -0.71997 -5.03121 0.06392
H -1.66313 -3.64764 0.56398
H 0.33217 -3.30216 1.50613
H 1.53126 -5.02981 0.09320
H 2.41397 -3.72982 0.87580
H 1.64158 -3.95200 -2.04416
H 3.22495 -3.69767 -1.34406
H 2.81696 -1.52148 -1.09285
H 2.32101 -1.95371 -3.45163
H 1.65671 -0.47320 -2.75008
H 0.19429 -2.96792 -3.59761
H -0.28912 -1.29954 -3.69931
H -1.43864 -1.60752 -1.86183
C 3.41554 -1.89824 2.13297
P 2.17998 -0.71337 1.49795
C 1.29692 -0.34867 3.05945
N 1.94333 -0.57075 4.17539
C 1.32737 -0.38227 5.35338
C 1.97804 -0.64068 6.57720
C 1.28666 -0.47815 7.74365
C -0.05635 -0.02865 7.74923
C -0.71059 0.25101 6.58352
C -0.03760 0.06866 5.35782
N -0.66684 0.29775 4.19300
C -0.05521 0.08180 3.05771
P -0.92363 0.45738 1.46870
C -1.06516 2.26493 1.74257
C -2.73488 -0.08061 1.66259
C -2.72772 -1.59829 1.47074
C -3.42374 0.28132 2.97421
C -3.48549 0.58095 0.49911
C 3.22388 0.80270 1.08284
C 4.15830 0.43304 -0.07747
C 2.27617 1.91927 0.64163
C 4.04697 1.25759 2.28762
H 4.01139 -1.37414 2.87619
H 4.06221 -2.27837 1.34235
H 2.92177 -2.72560 2.64157
H 3.00994 -0.96443 6.56851
H 1.77202 -0.68722 8.68737
H -0.56781 0.09654 8.69385
H -1.73029 0.61113 6.56327
H -1.50704 2.38604 2.73026
H -1.70690 2.72499 0.99405
H -0.10412 2.76666 1.73451
H -2.04288 -2.07689 2.17916
H -2.43552 -1.82571 0.43825
H -3.72211 -2.01331 1.63993
H -2.99308 -0.23163 3.82431
H -4.47107 -0.02078 2.89270
H -3.41415 1.35130 3.17012
H -2.89718 0.55798 -0.42382
H -3.73859 1.61537 0.72852
H -4.42361 0.05362 0.31793
H 3.61024 0.30453 -1.01761
H 4.74863 -0.45963 0.13771
H 4.86883 1.24668 -0.22990
H 1.50556 1.55265 -0.05084
H 2.83257 2.71002 0.13648
H 1.79895 2.36213 1.51358
H 4.90339 0.60874 2.46630
H 3.45610 1.31179 3.20129
H 4.43580 2.25753 2.08704
C -0.13408 2.26013 -5.48402
C 0.48844 1.44783 -4.35889
C 1.80268 2.06108 -3.88861
Sb -0.93236 1.28241 -2.65639
C -2.77589 0.72603 -3.78374
C -2.52775 -0.41548 -4.75604
C -3.96350 0.43709 -2.88070
C -1.24841 3.43395 -2.25443
C -0.14054 3.96236 -1.35599
C -2.64377 3.69371 -1.71271
H 0.56690 2.30363 -6.32162
H -0.33200 3.28804 -5.17970
H -1.05768 1.82327 -5.86217
H 0.65698 0.42250 -4.70097
H 1.68597 3.12826 -3.70084
H 2.55992 1.95201 -4.66782
H 2.18931 1.59420 -2.97716
H -2.94876 1.65530 -4.33162
H -2.47973 -1.38308 -4.24827
H -1.62828 -0.28037 -5.35843
H -3.36812 -0.47054 -5.45228
H -3.84561 -0.50950 -2.34522
H -4.86191 0.34773 -3.49631
H -4.14836 1.23104 -2.15812
H -1.16032 3.87742 -3.24759
H -0.09014 3.42095 -0.41074
H -0.32533 5.01491 -1.12936
H 0.83503 3.89942 -1.83801
H -2.81891 3.19438 -0.75767
H -3.41301 3.37916 -2.41788
H -2.77451 4.76608 -1.55075
*
```

Calculated values
M ... 765.56 g mol⁻¹
HOMO energy (alpha / beta) ... -15.874 / -15.962 eV
Max |F| ... 1.896 eV/Å
Kohn-Sham gap (alpha / beta) ... 5.53 / 6.82 eV
Energy above the lowest of the compared OMol25 structures with the same formula, charge and spin ... 53.3 kJ/mol
Total energy ... -93489.3774 eV

Atom charges from the Löwdin analysis, given in e for atoms 1 to 99: 0.686, -0.127, -0.148, -0.126, -0.138, -0.117, -0.147, -0.158, -0.173, -0.117, 0.145, 0.121, 0.145, 0.094, 0.136, 0.147, 0.087, 0.120, 0.151, 0.084, 0.152, 0.069, 0.136, 0.060, 0.074, -0.207, 0.993, -0.409, 0.140, -0.179, 0.014, -0.016, -0.014, 0.014, -0.176, 0.146, -0.402, 1.009, -0.189, -0.679, -0.101, -0.064, -0.106, -0.677, -0.072, -0.101, -0.058, 0.059, 0.057, 0.060, 0.127, 0.127, 0.127, 0.127, 0.065, 0.031, 0.032, 0.087, 0.050, 0.115, 0.070, 0.109, 0.088, 0.011, 0.090, 0.110, 0.066, 0.084, 0.113, 0.030, 0.111, 0.074, 0.093, 0.080, 0.110, -0.120, -0.548, -0.140, 1.522, -0.529, -0.139, -0.148, -0.520, -0.135, -0.124, 0.101, 0.077, 0.066, 0.068, 0.075, 0.097, 0.040, 0.092, 0.068, 0.063, 0.103, 0.066, 0.101, 0.052

***

Here is a 15-piece molecular cluster, C36H68Cl28FIO5 overall at a distorted geometry from the Open Molecules 2025 dataset. Energies are from wB97M-V/def2-TZVPD.

```
! RIJCOSX wB97M-V def2-TZVPD def2/J DEFGRID3
* xyz 0 1
C -2.50511 3.86121 3.20795
C -1.57891 2.63764 3.18241
C -2.19141 1.39976 2.54212
F -2.49416 0.48913 3.54946
C -1.21013 0.66585 1.63062
O -0.47897 -0.21244 2.10577
O -1.09208 1.02382 0.31369
C -2.23754 0.79182 -0.54970
C -3.01455 2.09024 -0.68379
C -2.12684 3.25202 -1.12835
C -1.76965 4.29179 -0.05599
C -0.32449 4.21065 0.46002
C 0.61036 5.08958 -0.35740
C 0.79075 4.59642 -1.78164
C 1.31823 3.16526 -1.91882
C 2.83176 3.04361 -1.73332
C 3.31825 2.66375 -0.31133
C 3.64126 1.17323 -0.15108
C 3.06689 0.53522 1.11120
C 3.27560 -0.97798 1.06058
O 3.72926 -1.56809 2.26919
C 2.73906 -1.66082 3.26668
C -1.61459 0.45038 -1.92806
O -2.28611 1.00677 -3.02199
C -3.34240 0.22629 -3.55955
C -3.17271 -0.30173 -0.05085
C -2.56863 -1.67685 0.03537
O -1.39186 -1.99167 -0.10253
I -4.08435 -3.20398 0.46933
H -2.77449 4.13129 4.21608
H -3.42488 3.65829 2.67206
H -2.04062 4.71022 2.72564
H -1.39533 2.35724 4.21068
H -0.60998 2.87491 2.75929
H -3.14341 1.62254 2.07921
H -3.45842 2.35526 0.27242
H -3.84837 1.96630 -1.36059
H -1.22273 2.88707 -1.58924
H -2.67608 3.76749 -1.90792
H -2.48747 4.27782 0.75612
H -1.87946 5.26698 -0.52112
H 0.03906 3.19228 0.46691
H -0.30798 4.59706 1.47698
H 0.24221 6.11135 -0.34390
H 1.57540 5.10748 0.14432
H -0.12664 4.71021 -2.35232
H 1.52823 5.23006 -2.26716
H 0.82169 2.46182 -1.25494
H 1.09660 2.84805 -2.93497
H 3.33412 3.94689 -2.05978
H 3.12789 2.25222 -2.41762
H 4.23108 3.21674 -0.12945
H 2.55522 2.94551 0.40611
H 4.71784 1.03707 -0.10877
H 3.25550 0.60220 -0.98642
H 1.99732 0.73536 1.10875
H 3.48613 0.97716 2.00841
H 2.36374 -1.47036 0.72768
H 4.06084 -1.18053 0.33760
H 1.79174 -2.00196 2.85889
H 3.08285 -2.35592 4.02016
H 2.55856 -0.69318 3.73132
H -1.52665 -0.62366 -2.07035
H -0.61033 0.85427 -1.90947
H -3.51977 -0.68189 -2.99663
H -3.09071 -0.03385 -4.58243
H -4.23749 0.83571 -3.60096
H -3.67755 -0.06322 0.87657
H -3.97363 -0.39296 -0.77909
C 6.36734 -3.38122 0.39610
Cl 6.92253 -5.01079 0.80704
Cl 5.90968 -3.25580 -1.30807
H 5.50577 -3.14314 1.00875
H 7.17199 -2.68544 0.59369
C -7.05729 -2.36499 -1.90248
Cl -6.59034 -0.66484 -1.73220
Cl -7.46910 -2.76762 -3.57204
H -6.22386 -2.98199 -1.58927
H -7.92302 -2.54497 -1.27740
C 1.58920 -0.77649 -3.88745
Cl 0.46053 0.03370 -4.97306
Cl 3.10300 0.13196 -3.74270
H 1.14196 -0.85383 -2.90262
H 1.81349 -1.76049 -4.27995
C -4.09884 3.94283 7.26008
Cl -5.27934 4.28520 5.99437
Cl -2.64323 4.93738 7.09288
H -4.55291 4.14990 8.22104
H -3.80945 2.90130 7.19322
C -9.00118 2.60207 5.40765
Cl -8.18318 2.67075 6.97336
Cl -8.84464 4.12359 4.51671
H -8.55942 1.80775 4.82015
H -10.05122 2.40639 5.57594
C -10.88692 -1.13375 4.67175
Cl -10.15795 -0.49835 3.19042
Cl -10.12045 -0.46023 6.11804
H -11.93733 -0.87169 4.68180
H -10.75429 -2.20716 4.69211
C -8.42823 -4.11609 5.62377
Cl -10.13478 -4.55381 5.80553
Cl -7.79022 -4.58237 4.04447
H -8.33672 -3.04133 5.73073
H -7.86138 -4.62548 6.39246
C 5.32426 2.02855 -6.39919
Cl 5.20009 2.07982 -8.16339
Cl 5.24178 3.64378 -5.68595
H 4.50306 1.44014 -6.01043
H 6.27133 1.57697 -6.13157
C 0.48359 2.33627 -8.65092
Cl 1.07236 3.74528 -7.76359
Cl -0.67765 1.39544 -7.70581
H -0.00551 2.67523 -9.55530
H 1.32938 1.70269 -8.88847
C 5.74704 7.18121 -4.35303
Cl 6.34622 8.60887 -3.50089
Cl 4.61765 6.24232 -3.36916
H 5.23334 7.50455 -5.24958
H 6.59013 6.54918 -4.60330
C 9.74008 -3.94236 2.88105
Cl 10.90512 -3.76580 4.19724
Cl 9.58200 -2.45579 1.93348
H 10.07652 -4.73229 2.22195
H 8.77270 -4.18437 3.30198
C 2.67813 -4.36232 1.04635
Cl 3.22866 -5.98817 1.47012
Cl 2.22161 -4.23627 -0.65755
H 1.81202 -4.11984 1.64963
H 3.47946 -3.66493 1.24809
C 3.88030 -8.94335 -1.06711
Cl 5.03867 -8.17344 -2.15403
Cl 4.16822 -10.68406 -0.91826
H 3.97396 -8.49341 -0.08719
H 2.88233 -8.79177 -1.45827
C 7.05579 -12.88603 -2.45736
Cl 7.60904 -14.51629 -2.05082
Cl 6.61163 -12.74943 -4.16227
H 6.18916 -12.65440 -1.85235
H 7.85633 -12.18710 -2.25097
*
```

Calculated values
M ... 1719.52 g mol⁻¹
HOMO energy ... -9.803 eV
Max |F| ... 4.021 eV/Å
Kohn-Sham gap ... 9.71 eV
Energy above the lowest of the compared OMol25 structures with the same formula, charge and spin ... 0.0 kJ/mol
Total energy ... -410117.3537 eV

Atom charges from the Löwdin analysis, given in e for atoms 1 to 99: -0.077, -0.135, -0.238, 0.004, -0.365, 0.133, 0.039, -0.379, -0.095, -0.149, -0.156, -0.208, -0.196, -0.190, -0.199, -0.195, -0.168, -0.205, -0.166, -0.231, -0.218, -0.101, -0.153, -0.182, -0.075, -0.157, -0.730, 0.022, 0.845, 0.020, 0.071, 0.059, 0.121, 0.102, 0.122, 0.107, 0.120, 0.079, 0.120, 0.075, 0.111, 0.082, 0.093, 0.112, 0.108, 0.106, 0.098, 0.084, 0.107, 0.067, 0.024, 0.106, 0.093, 0.116, 0.068, 0.098, 0.124, 0.108, 0.103, 0.077, 0.090, 0.088, 0.122, 0.114, 0.078, 0.086, 0.082, 0.121, 0.064, -1.016, 0.516, 0.513, -0.006, -0.023, -1.033, 0.518, 0.512, -0.064, 0.028, -0.977, 0.527, 0.588, 0.018, 0.028, -1.014, 0.497, 0.510, 0.025, 0.026, -1.071, 0.481, 0.502, -0.004, -0.001, -0.999, 0.516, 0.540, 0.030, -0.039